# 1
Here is a molecular structure, C37H29N3O2PRuS from OMol25. Energies are from ωB97M-V/def2-TZVPD.

Structure (XYZ):
```
74
Properties=species:S:1:pos:R:3:forces:R:3:lowdin_spin:R:1
Ru 0.1177 1.2094 -0.3325 0.951 -0.247 3.229 2.407
S -0.0160 0.1601 3.6159 0.090 -1.903 -1.504 0.006
P 0.3678 0.5621 -2.5865 -0.895 -0.807 0.204 0.168
O 1.1826 0.5434 4.3048 -0.040 0.646 0.903 0.003
O -1.1160 1.0740 3.5062 -0.206 0.062 0.066 0.004
N -0.2412 4.3438 3.9040 0.239 -0.935 -4.309 0.095
N 1.8494 0.3106 0.4827 0.085 -0.393 1.789 0.089
N 0.4158 -0.3915 2.1166 -1.399 1.768 1.084 0.071
C 3.0491 0.2457 -0.1102 0.063 -0.191 0.300 0.011
C 3.4735 -2.1802 -4.2483 0.667 -0.131 1.505 0.010
C 4.0472 -0.6877 1.8839 -1.108 0.268 -0.944 0.007
C -2.2178 -2.6401 5.5779 -0.447 0.845 -0.789 0.000
C 1.5323 -0.2893 -3.5894 -0.155 -0.326 -2.242 0.039
C -0.3468 3.7095 1.3720 -1.903 -0.188 0.213 0.184
C -0.0219 -3.4440 5.3496 0.210 -2.437 0.471 0.000
C -0.5225 1.8128 -3.4584 0.781 -1.087 -0.835 0.244
C 0.3507 -2.3532 4.6050 0.430 -0.068 0.498 0.000
C -1.8170 3.8467 -4.8357 0.031 0.414 2.392 0.008
C -1.8633 -5.0267 6.2183 -1.286 0.139 -0.521 0.000
C 0.6323 3.2444 0.4947 0.935 1.014 -1.091 0.057
C -1.5063 2.5928 -2.6999 -0.605 1.125 0.838 0.090
C -1.1014 -0.2344 -0.7293 -1.883 -2.017 -0.783 0.118
C -1.9497 3.8101 -3.4681 -0.497 0.115 -0.604 0.242
C -0.6051 -1.3626 4.3710 1.071 0.945 -0.167 0.001
C -0.9333 -0.6291 -2.0648 -0.245 0.035 -1.073 0.088
C 2.1186 -2.4895 -4.3848 0.002 0.234 -1.376 0.002
C -1.8754 -1.4539 4.8607 -0.213 -1.925 0.891 0.000
C -2.8401 -2.0703 -1.9491 1.093 0.425 -0.506 0.052
C 2.8514 0.0924 -3.6153 2.389 -1.166 0.159 0.015
C -2.1335 -0.8179 -0.0050 -0.138 -0.571 0.522 0.075
C -2.0187 3.4957 -0.4013 -1.329 0.690 1.981 0.151
C -0.4620 1.8279 -4.8224 0.394 -0.684 0.477 0.015
C 3.8697 -0.9011 -3.8340 -1.934 0.737 -1.140 -0.001
C -1.7813 -1.5350 -2.7266 -0.538 -0.565 1.202 -0.006
C 1.1730 -1.4756 -4.2680 0.040 -0.631 1.527 0.018
C -0.2136 4.0504 2.7495 0.375 0.731 4.327 0.012
C -1.1704 2.8032 -5.4725 -0.170 -0.042 -2.367 0.271
C -1.3372 -3.6938 5.7561 -0.310 1.301 -0.336 0.000
C -1.0751 3.0028 -1.2792 1.641 -0.581 -1.303 0.114
C -2.9863 -1.7264 -0.6236 -1.354 0.746 0.979 0.003
C 4.1521 -0.2863 0.5198 -0.021 0.462 -0.125 0.004
C 0.3012 3.1616 -0.9199 1.098 1.456 0.298 0.056
C -1.6945 3.8645 0.8975 0.573 0.093 -0.675 0.131
C 1.6770 -0.1428 1.7921 1.423 -1.127 -1.811 0.028
C 2.8274 -0.6049 2.5221 0.237 0.218 0.090 0.003
H 2.9851 0.6439 -1.1186 0.716 -0.232 0.044 0.003
H -3.2350 -2.7686 5.9251 -0.163 0.111 -0.054 0.000
H 1.6811 3.1644 0.8189 -0.535 0.306 -0.266 0.005
H -1.6555 -1.9002 -3.7412 0.003 0.345 0.100 -0.001
H 0.6406 -4.2955 5.6347 0.090 1.005 -0.690 0.000
H 0.1267 -1.6546 -4.5103 0.343 -0.133 0.294 0.001
H 3.1404 1.1326 -3.4640 -0.017 -0.258 0.603 0.001
H -2.2174 -0.6158 1.0572 -0.199 0.189 -0.062 0.005
H -3.9416 -2.0342 -0.1183 1.307 -0.023 -0.240 0.000
H 0.1235 1.0884 -5.4093 -0.355 0.630 0.637 -0.004
H 4.2469 -2.9667 -4.2932 -0.581 0.426 -0.221 0.001
H 2.6546 -0.9115 3.5705 0.451 0.244 -1.004 0.001
H -2.4107 4.3136 1.5832 0.013 -0.264 -0.290 0.003
H 1.8082 -3.4876 -4.7102 0.157 0.406 0.017 0.000
H 1.3977 -2.2887 4.2788 -0.698 0.221 0.072 0.000
H -2.4465 4.6162 -2.9088 0.330 -0.364 -0.347 0.012
H -3.5682 -2.7720 -2.2946 -0.119 -0.283 -0.810 0.004
H -2.3764 1.9079 -2.4998 0.201 0.386 -0.253 0.047
H 1.0885 3.2402 -1.6756 -0.291 -0.024 0.307 0.017
H 4.9037 -1.1318 2.3485 0.276 -0.056 0.382 0.001
H -2.5991 -0.7037 4.6321 -0.302 0.469 0.151 0.000
H 5.0855 -0.3238 -0.0338 -0.067 -0.112 0.237 0.001
H -2.6921 -5.3095 5.4846 1.257 0.034 0.780 0.000
H -2.4144 -4.9429 7.1768 0.672 -0.170 -0.261 0.000
H -2.0735 4.7366 -5.3552 -0.504 0.438 -0.539 -0.005
H -3.0423 3.6185 -0.7343 -0.078 -0.197 0.028 0.007
H -1.1842 2.7533 -6.5473 0.054 0.247 -0.333 0.016
H -1.0795 -5.7907 6.2231 -0.329 0.063 0.194 0.000
H 4.9119 -0.6452 -3.7947 0.226 0.143 0.079 0.000
```
Forces are in eV/Å.

Summary:
Kohn-Sham gap (alpha / beta) ... 6.37 / 5.91 eV
Spin multiplicity ... 6
Expectation value of S² ... 8.8347
HOMO level (alpha / beta) ... -6.398 / -7.712 eV
Energy ... -70102.6158 eV
Lowest unoccupied orbital energy (alpha / beta) ... 0.0 / -1.8 eV
F_max ... 0.0859 Eh/bohr
Energy relative to the best compared isomer or geometry (same formula, charge and spin) ... 0.0 kJ/mol

***

# 2
Here is a molecular structure, C37H30BrNO2P2Pd from OMol25. Energies are from ωB97M-V/def2-TZVPD.

Structure (XYZ):
```
74
Properties=species:S:1:pos:R:3:forces:R:3:lowdin_spin:R:1
Pd -0.5071 -0.2750 0.3494 1.691 0.330 1.084 1.122
Br -3.0458 -0.4806 1.8343 -0.430 -0.034 0.030 0.040
P -0.3269 2.0672 0.7389 -0.492 0.504 0.236 0.107
P 1.5400 -1.6543 0.2233 -0.011 -0.660 0.238 0.160
O -1.3975 -0.7769 -1.7144 0.285 0.530 -0.158 0.076
O -1.4906 -2.3219 -0.0970 0.351 -0.021 0.414 0.070
N 0.3622 -0.1542 2.3631 -0.481 -0.326 -0.891 0.146
C 5.3596 -0.4606 1.0187 0.092 0.020 0.054 -0.001
C 5.4839 -2.0705 -0.7532 0.162 -0.042 -0.009 0.000
C 1.3493 -2.3253 1.9586 -0.236 0.118 -0.235 0.010
C 1.5918 0.8231 3.9281 -0.197 0.405 -0.030 0.008
C 3.3485 -1.4478 0.1531 -0.248 0.334 -0.291 0.030
C -2.0032 -1.4859 -0.8763 -1.515 -1.121 -1.043 0.002
C -5.5073 -0.8290 0.4197 0.161 0.026 0.083 0.001
C -3.4362 2.1123 -1.8038 -0.114 0.029 -0.051 -0.001
C 2.9888 4.3510 0.5142 0.100 0.122 0.012 -0.001
C -1.9715 2.4944 0.0749 0.247 -0.057 -0.058 0.018
C 2.7070 5.2548 -0.4991 0.000 0.013 -0.007 0.013
C 1.2449 -4.3097 -0.7287 0.062 0.186 0.032 0.006
C 0.9433 -5.2181 -1.7281 -0.024 -0.151 0.043 0.001
C -3.0568 2.9099 0.8368 0.147 -0.010 -0.046 0.010
C -4.5241 2.4648 -1.0180 0.036 -0.048 -0.047 0.009
C 0.8040 3.3851 0.2473 0.193 -0.170 -0.206 0.019
C 1.2167 -2.9510 -1.0088 0.048 0.315 0.084 0.022
C 0.5798 -3.4163 -3.2771 0.045 -0.051 -0.104 0.000
C 0.6096 -4.7735 -2.9969 -0.028 -0.052 -0.036 0.002
C -4.3299 2.8727 0.2912 -0.105 0.035 0.086 0.001
C -4.1318 -0.9424 0.3274 0.048 0.041 0.153 0.002
C 0.5619 1.0066 3.0177 0.144 0.061 0.282 0.012
C 2.0364 -0.5064 3.7811 -0.007 -0.323 -0.156 0.005
C 2.0446 3.4160 0.8850 -0.180 -0.076 -0.028 0.012
C 6.1158 -1.2289 0.1471 0.011 -0.006 0.006 0.011
C 0.8907 -2.5051 -2.2878 0.127 0.078 0.141 0.004
C 1.4792 5.2199 -1.1402 0.113 0.146 -0.070 -0.001
C -4.2914 -1.6574 -1.9414 0.002 0.072 0.074 0.001
C -2.1693 2.1086 -1.2563 0.192 0.172 0.088 0.011
C -0.2994 2.1646 2.6003 -0.039 -0.220 -0.118 0.009
C 4.1062 -2.1784 -0.7563 -0.102 -0.055 -0.005 0.014
C -3.5083 -1.3603 -0.8358 0.161 0.054 0.209 0.001
C -5.6706 -1.5669 -1.8603 -0.021 -0.014 -0.096 0.000
C 0.5278 4.2839 -0.7783 -0.100 -0.135 0.162 0.013
C 1.2674 -1.0726 2.7767 0.029 -0.006 0.355 0.015
C 3.9804 -0.5571 1.0177 -0.131 0.050 -0.032 0.010
C -6.2778 -1.1576 -0.6824 -0.045 -0.024 -0.004 0.000
H 2.1797 -2.9697 2.2555 -0.099 0.030 -0.132 0.003
H 0.8557 -1.4404 -2.4877 -0.050 -0.102 -0.019 0.001
H 0.9559 -6.2761 -1.5084 0.016 -0.073 -0.018 0.000
H -3.8058 -1.9615 -2.8570 0.023 -0.027 -0.081 0.000
H -5.1815 3.1254 0.9050 -0.071 0.111 0.050 0.000
H 0.3953 -2.8685 1.9852 0.204 -0.051 0.005 0.000
H -1.3202 1.7742 -1.8464 -0.167 -0.053 0.046 0.001
H 1.9759 1.5510 4.6155 0.051 0.191 0.209 0.002
H -5.9574 -0.4946 1.3412 -0.077 0.031 0.065 0.001
H 5.8463 0.2160 1.7051 0.048 0.061 0.075 0.000
H 2.2462 2.6999 1.6704 0.145 -0.044 0.087 0.001
H -3.5805 1.7960 -2.8262 -0.011 -0.038 -0.070 0.000
H 1.2663 5.9322 -1.9239 -0.047 0.031 -0.070 0.000
H -5.5241 2.3941 -1.4212 -0.067 0.053 -0.027 0.001
H -7.3544 -1.0993 -0.6120 -0.061 0.031 -0.033 0.000
H -6.2710 -1.8171 -2.7228 -0.071 -0.017 -0.037 0.000
H 1.5075 -4.6521 0.2620 -0.026 -0.067 0.087 0.000
H 3.3880 0.0394 1.6972 0.021 0.066 0.063 0.000
H 3.9449 4.3845 1.0150 0.082 -0.030 0.045 0.000
H 3.4456 5.9879 -0.7862 0.060 0.068 -0.038 0.001
H 0.3707 -5.4883 -3.7700 -0.046 -0.073 -0.068 0.000
H 0.0740 3.1269 2.9599 -0.083 -0.100 -0.134 0.002
H 6.0644 -2.6550 -1.4515 0.067 -0.048 -0.052 0.000
H -0.4327 4.2580 -1.2734 -0.041 0.026 -0.047 0.001
H -1.3196 2.0116 2.9686 0.001 0.144 -0.071 0.000
H -2.9097 3.2282 1.8591 -0.056 -0.040 0.092 0.000
H 2.8347 -0.9685 4.3300 0.165 -0.157 0.065 0.001
H 3.6161 -2.8408 -1.4555 0.050 -0.037 -0.018 0.001
H 7.1942 -1.1748 0.1716 0.084 0.061 -0.038 0.001
H 0.3019 -3.0688 -4.2616 0.016 0.014 -0.081 0.000
```
Forces are in eV/Å.

Summary:
Kohn-Sham gap (alpha / beta) ... 7.87 / 5.89 eV
Spin multiplicity ... 3
Expectation value of S² ... 2.0104
HOMO level (alpha / beta) ... -7.194 / -7.186 eV
Energy ... -136540.6859 eV
Lowest unoccupied orbital energy (alpha / beta) ... 0.7 / -1.3 eV
F_max ... 0.0419 Eh/bohr
Energy relative to the best compared isomer or geometry (same formula, charge and spin) ... 87.4 kJ/mol

***

# 3
Here is a molecular structure, C37H30CaF6N3O4P2S6SbSe2 from OMol25. Energies are from ωB97M-V/def2-TZVPD.

Structure (XYZ):
```
92
Properties=species:S:1:pos:R:3:forces:R:3:lowdin_charge:R:1
Sb -3.8382 -1.9303 -0.3627 0.005 0.084 0.025 -0.174
Se -0.4113 4.2019 0.5448 0.017 -0.069 -0.011 0.438
Se -2.2001 1.5887 -0.3065 -0.042 0.030 -0.025 0.491
Ca 0.0780 -0.4080 0.5203 -0.516 0.498 -0.871 0.966
S -4.6685 -2.0391 1.7541 -0.027 -0.010 -0.031 -0.266
S 2.7013 -1.8598 1.5768 -0.052 -0.058 -0.123 0.595
S -4.9735 -2.7836 -2.1417 -0.038 -0.067 0.021 -0.305
S -1.5695 -2.4485 -0.4624 0.384 0.180 0.190 -0.123
S 2.1758 0.6691 2.5544 0.259 0.081 0.359 0.564
S -3.9801 0.4762 -1.0221 -0.111 -0.122 0.042 -0.031
P 0.6691 -0.4716 -2.7740 0.010 -0.258 -0.011 1.039
P 2.7371 -0.8625 -5.3597 -0.030 -0.016 -0.005 1.054
F 1.0874 0.5745 4.9443 0.036 0.002 0.003 0.139
F 1.8446 -4.2322 0.9184 0.056 -0.055 -0.052 0.144
F 2.4933 2.1952 4.6427 -0.004 0.003 0.012 0.145
F 3.2162 0.1703 4.9082 -0.029 0.030 0.000 0.133
F 0.6085 -3.2719 2.4086 -0.078 0.013 -0.031 0.133
F 2.5297 -4.0941 2.9620 0.006 0.015 0.092 0.134
O 3.4662 1.0363 2.0627 -0.057 0.059 0.025 -0.245
O 0.9933 1.3583 2.1246 0.140 -0.055 0.236 -0.358
O 2.3065 -1.6260 0.1912 0.073 -0.022 0.118 -0.393
O 4.0817 -2.0312 1.8945 0.031 -0.071 -0.195 -0.255
N -1.7265 0.1893 2.0556 -0.074 0.113 0.051 -0.088
N 1.8701 -0.8894 2.5007 -0.186 -0.182 0.008 -0.349
N 1.2622 2.1873 -0.5138 0.197 -0.262 -0.070 -0.007
C 3.8304 3.2838 -7.1607 0.001 -0.006 0.003 -0.107
C -2.4524 1.1947 1.5660 -0.066 -0.062 0.089 -0.656
C -3.4052 1.8629 2.3186 -0.030 -0.014 0.019 -0.089
C -3.6284 1.4453 3.6162 0.000 0.013 -0.010 -0.063
C 1.8843 4.4096 -1.1351 -0.006 -0.059 0.026 -0.152
C -1.6099 3.1360 -4.4989 -0.007 0.013 -0.007 -0.085
C 0.7770 -3.1863 -2.9703 -0.015 -0.041 -0.011 -0.148
C -1.6784 -3.5871 -4.1735 0.001 0.001 -0.002 -0.095
C 3.3380 2.5944 -1.6735 0.000 0.001 -0.015 -0.113
C -1.2099 -2.2972 -3.9708 -0.009 -0.048 0.062 -0.121
C -0.1083 -3.1354 -7.1606 0.013 0.003 0.003 -0.097
C 1.0365 -2.6700 -6.5299 0.003 0.005 -0.032 -0.123
C 0.4693 1.9971 -4.0845 -0.047 0.000 0.023 -0.110
C 3.0333 3.9570 -1.7319 -0.016 0.015 0.006 -0.104
C -0.2169 0.8873 -3.5916 -0.061 0.014 0.049 -0.370
C -0.9097 -4.6785 -3.8037 -0.021 -0.004 -0.016 -0.092
C 2.2429 0.9149 4.3764 -0.006 0.002 0.021 -0.676
C 1.1688 -1.3252 -6.1869 0.022 0.033 -0.052 -0.403
C 3.0707 2.3850 -7.8951 0.003 -0.004 0.000 -0.095
C -1.6092 0.9420 -3.5140 0.032 -0.021 -0.027 -0.169
C 2.4080 1.7735 -1.0726 -0.010 0.086 0.099 -0.228
C -0.2227 3.1092 -4.5406 0.008 0.007 -0.005 -0.078
C -1.1325 -2.2537 -7.4705 0.010 0.006 0.004 -0.094
C 3.8917 1.7026 -5.3496 -0.011 -0.017 0.029 -0.124
C 1.0134 3.5148 -0.4576 0.056 -0.057 -0.065 -0.810
C -2.3008 2.0526 -3.9752 0.023 -0.021 0.002 -0.087
C 1.8519 -3.4646 2.0008 0.089 0.016 0.065 -0.681
C 0.1318 -0.4479 -6.5053 -0.006 0.026 -0.003 -0.108
C 0.0163 -2.0814 -3.3576 0.006 0.015 -0.031 -0.428
C -1.9646 -0.2222 3.3020 0.070 0.029 -0.004 -0.163
C -2.9030 0.3750 4.1175 -0.010 -0.011 0.028 -0.076
C 2.7086 1.1597 -7.3525 -0.015 -0.014 0.004 -0.105
C -1.0089 -0.9095 -7.1442 0.000 -0.014 0.005 -0.077
C 4.2464 2.9314 -5.8844 -0.008 -0.009 -0.006 -0.090
C 2.3439 -0.5040 -3.5687 -0.009 0.130 -0.009 -0.505
C 3.0882 0.8047 -6.0569 0.022 0.012 0.020 -0.388
C 0.3279 -4.4744 -3.2096 0.028 0.022 0.024 -0.096
H 2.8765 -1.2678 -2.9991 0.027 -0.001 0.004 0.024
H 1.7080 -3.0451 -2.4306 -0.006 -0.007 -0.002 0.092
H -1.2883 -5.6841 -3.9435 0.000 0.012 0.001 0.096
H 1.5488 2.0136 -4.1027 0.065 0.004 0.010 0.078
H 4.0969 4.2470 -7.5781 -0.002 -0.009 0.004 0.093
H -1.8139 -0.2185 -7.3639 0.008 -0.006 0.001 0.105
H 2.6008 0.7044 -1.0136 -0.001 0.031 -0.019 0.066
H -0.2063 -4.1893 -7.3905 0.000 0.017 0.004 0.101
H -3.3796 2.0714 -3.8827 0.002 -0.002 0.003 0.101
H 0.9257 -5.3184 -2.8852 -0.008 0.009 -0.008 0.096
H -1.3791 -1.0670 3.6465 0.000 0.009 -0.009 0.115
H 0.3314 3.9643 -4.9093 -0.003 -0.005 0.002 0.101
H -2.1479 4.0135 -4.8377 0.010 -0.016 0.000 0.096
H 4.2629 2.1909 -2.0687 -0.035 0.008 0.023 0.088
H 1.8342 -3.3601 -6.2789 -0.012 0.007 -0.004 0.092
H -2.1696 0.1404 -3.0494 0.003 -0.001 -0.003 0.046
H 4.2408 1.4520 -4.3552 -0.010 0.014 -0.013 0.082
H 3.7048 4.6540 -2.2226 -0.004 0.001 -0.001 0.092
H 2.7447 2.6404 -8.8964 0.002 -0.002 0.007 0.096
H -4.3753 1.9379 4.2268 0.004 -0.004 -0.004 0.104
H -2.6695 -3.7281 -4.5863 0.023 0.005 0.003 0.098
H -3.0725 -0.0074 5.1148 0.000 0.012 -0.015 0.101
H 1.6288 5.4599 -1.1350 -0.007 0.003 0.007 0.074
H 4.8438 3.6167 -5.2952 0.000 -0.006 -0.005 0.099
H 0.2063 0.6006 -6.2455 -0.007 -0.046 -0.018 0.094
H -1.8379 -1.4709 -4.2638 -0.017 0.038 -0.008 0.093
H -2.0356 -2.6155 -7.9475 0.011 0.006 0.004 0.100
H -3.9585 2.6756 1.8725 -0.020 0.010 -0.010 0.109
H 2.8406 0.4310 -3.3048 -0.027 0.003 -0.001 -0.008
H 2.1083 0.4787 -7.9419 0.001 0.005 0.006 0.097
```
Forces are in eV/Å.

Summary:
Kohn-Sham gap ... 5.85 eV
Total charge ... -2
HOMO level ... -2.015 eV
Energy ... -307086.8416 eV
Lowest unoccupied orbital energy ... 3.8 eV
F_max ... 0.0219 Eh/bohr
Energy relative to the best compared isomer or geometry (same formula, charge and spin) ... 56.7 kJ/mol